Entry from the Open Molecules 2025 dataset: a 27-piece molecular cluster, C49H152O27 overall (the ωB97M-V functional and the def2-TZVPD basis).

## Properties
Kohn-Sham gap, eV: 9.8525
HOMO energy, eV: -9.5
Electronic energy, eV: -108554.25897
Largest force on an atom, eV/Å: 2.86

Each line ends with the Löwdin charge.
Positions of all 228 atoms, in Å:
C: 5.62329 -1.40126 3.83392  -0.054
C: 5.39763 -0.09577 4.58073  -0.484
C: 4.15537 -0.03696 5.42280  -0.042
O: 6.63013 0.24845 5.26745  -0.053
H: 6.52858 -1.48621 3.26765  0.079
H: 4.73664 -1.63826 3.28398  0.043
H: 5.73149 -2.23290 4.57310  0.093
H: 5.33881 0.65603 3.80269  0.114
H: 4.25108 -0.78879 6.20724  0.091
H: 3.28905 -0.12079 4.79305  0.050
H: 4.10909 0.97935 5.81578  0.080
H: 6.75733 -0.30638 6.03717  0.077
C: 6.75287 3.11685 -3.03217  -0.035
C: 7.01395 2.14578 -1.85298  -0.435
C: 8.43968 1.97280 -1.48765  -0.060
O: 6.23011 2.45631 -0.61836  -0.092
H: 5.66100 3.30418 -3.07384  0.070
H: 7.06177 2.65203 -3.95674  0.082
H: 7.26166 4.06622 -2.85686  0.078
H: 6.56842 1.23052 -2.22443  0.098
H: 8.91008 1.50736 -2.33877  0.084
H: 8.61646 1.27862 -0.68150  0.078
H: 8.92042 2.93135 -1.19934  0.098
H: 6.39300 3.38403 -0.31959  0.121
C: 4.01181 0.01307 -2.78147  -0.046
C: 4.77897 -0.95357 -1.94000  -0.497
C: 3.99584 -2.15513 -1.52467  -0.059
O: 6.00949 -1.29876 -2.63313  -0.053
H: 3.13369 0.33288 -2.23591  0.062
H: 3.65648 -0.42679 -3.69433  0.074
H: 4.60150 0.92021 -3.05848  0.091
H: 5.06869 -0.35985 -1.06462  0.109
H: 3.93370 -2.79594 -2.41549  0.090
H: 2.97251 -1.95302 -1.18291  0.064
H: 4.42979 -2.78596 -0.70259  0.094
H: 6.47701 -1.89592 -2.01665  0.099
C: -0.59574 6.23451 6.35461  -0.042
C: -0.14559 6.04317 4.90928  -0.491
C: -0.56035 7.18672 4.00781  -0.052
O: 1.27523 5.93153 4.76885  -0.045
H: -1.67049 6.40448 6.43776  0.078
H: -0.18079 7.16068 6.68080  0.067
H: -0.36530 5.37488 6.98220  0.076
H: -0.56782 5.14408 4.58882  0.089
H: -0.11374 8.11353 4.40463  0.092
H: -1.63155 7.28143 3.89521  0.074
H: -0.20439 7.01838 2.99685  0.064
H: 1.49631 5.02511 4.93083  0.024
C: 2.26970 -5.02767 2.87990  -0.064
C: 3.66512 -4.52456 2.86268  -0.469
C: 4.76748 -5.53930 2.68669  -0.040
O: 3.78406 -3.49389 1.80603  -0.096
H: 1.63115 -4.13120 2.95598  0.068
H: 2.13612 -5.49581 3.84737  0.089
H: 1.97845 -5.61230 2.01973  0.075
H: 3.73030 -3.93860 3.84545  0.147
H: 5.72349 -5.10292 2.83782  0.061
H: 4.73767 -5.99512 1.69637  0.084
H: 4.59254 -6.29250 3.48037  0.093
H: 3.11957 -2.83969 1.98910  0.007
C: -2.91288 -1.59891 -5.10388  -0.048
C: -2.69515 -1.67025 -6.56911  -0.508
C: -1.33125 -1.20248 -7.09804  -0.036
O: -2.87084 -3.02534 -6.96346  -0.060
H: -3.38560 -0.57523 -4.85163  0.090
H: -1.99918 -1.71660 -4.54666  0.060
H: -3.59841 -2.42238 -4.79858  0.075
H: -3.48488 -1.08569 -7.02343  0.127
H: -1.12325 -0.16547 -6.83359  0.062
H: -1.30877 -1.33487 -8.20287  0.089
H: -0.50349 -1.77945 -6.61575  0.081
H: -2.47499 -3.09491 -7.83432  0.073
C: -2.31009 2.42286 4.50958  -0.048
C: -3.67447 1.91659 4.82826  -0.483
C: -4.20581 2.25824 6.18260  -0.052
O: -4.66877 2.23367 3.81020  -0.061
H: -1.83556 1.92717 3.67705  0.065
H: -1.66097 2.39466 5.34807  0.065
H: -2.36254 3.52882 4.33437  0.101
H: -3.60332 0.79871 4.79914  0.125
H: -4.12730 3.31314 6.48485  0.091
H: -3.65154 1.75240 6.96639  0.078
H: -5.24458 1.90384 6.23300  0.085
H: -5.51657 2.05560 4.22352  0.078
C: 2.53474 3.58438 -2.51554  -0.031
C: 1.19899 4.26243 -2.38358  -0.481
C: 0.54265 4.50842 -3.67529  -0.052
O: 0.33651 3.51435 -1.47384  -0.074
H: 3.19372 4.25942 -3.09794  0.098
H: 2.37373 2.63793 -3.04665  0.072
H: 3.00516 3.42178 -1.56450  0.052
H: 1.31518 5.23951 -1.93114  0.126
H: -0.48255 4.92385 -3.62556  0.078
H: 0.35301 3.52398 -4.13641  0.071
H: 1.10351 5.16951 -4.38108  0.110
H: 0.82050 3.49185 -0.63224  0.031
C: -6.31396 -0.17865 -3.93500  -0.052
C: -5.43843 0.35044 -2.81442  -0.485
C: -5.90807 1.66102 -2.24468  -0.049
O: -5.49121 -0.63265 -1.76605  -0.081
H: -6.06256 0.39001 -4.80388  0.068
H: -7.35151 0.06590 -3.66858  0.087
H: -6.23659 -1.22268 -4.15608  0.067
H: -4.37737 0.41100 -3.20641  0.127
H: -5.33850 2.04669 -1.36402  0.074
H: -6.96987 1.56586 -1.94192  0.091
H: -5.85075 2.39156 -3.05862  0.077
H: -5.42898 -1.54038 -2.08591  0.033
C: 0.12104 -0.33396 -1.66618  -0.023
C: 0.71192 -0.23268 -0.26001  -0.373
C: -0.02803 0.59900 0.74678  -0.031
O: 0.81480 -1.65415 0.25704  -0.094
H: -0.08058 0.60569 -2.21336  0.086
H: -0.78619 -0.93836 -1.66411  0.072
H: 0.80607 -0.87643 -2.29721  0.059
H: 1.73397 0.10779 -0.32813  0.099
H: -0.63345 1.49565 0.47331  0.090
H: 0.71368 0.88076 1.53927  0.084
H: -0.83753 -0.02153 1.13064  0.067
H: -0.09539 -1.97463 0.19909  0.045
C: -0.70331 -6.45528 -5.56280  -0.055
C: 0.20459 -5.67199 -4.68956  -0.492
C: -0.43086 -4.36629 -4.24053  -0.046
O: 0.50634 -6.37270 -3.46355  -0.064
H: -1.58829 -6.67137 -4.96681  0.089
H: -0.24186 -7.38711 -5.86812  0.077
H: -1.04208 -5.92645 -6.47035  0.095
H: 1.15014 -5.38533 -5.18479  0.146
H: 0.22639 -3.87354 -3.48940  0.087
H: -1.36456 -4.61975 -3.73366  0.081
H: -0.62813 -3.68043 -5.06384  0.066
H: 1.07067 -7.09599 -3.78902  0.109
C: 0.76669 -1.60204 3.52282  -0.162
O: 1.90853 -1.55185 2.70244  -0.164
H: 0.36042 -0.62496 3.76477  0.069
H: -0.05213 -2.25557 3.12986  0.081
H: 0.93717 -2.04636 4.52672  0.082
H: 1.54542 -1.41870 1.80217  0.031
C: 1.80876 -4.67617 -0.77435  -0.070
O: 0.36198 -4.90348 -0.96162  -0.170
H: 2.35180 -5.58682 -0.53742  0.085
H: 2.25038 -4.31931 -1.69266  0.060
H: 1.98583 -3.94297 0.03042  0.065
H: 0.21996 -5.55294 -1.67407  0.062
C: -3.40346 1.06755 0.44596  -0.140
O: -2.82039 1.70649 1.54740  -0.164
H: -2.75148 0.26358 0.12981  0.069
H: -4.37833 0.68026 0.66371  0.074
H: -3.45368 1.76803 -0.41627  0.079
H: -3.46388 2.10341 2.17272  0.066
C: -1.10123 -1.35300 7.12302  -0.125
O: -1.97658 -0.67546 6.19243  -0.143
H: -0.32271 -0.65267 7.47056  0.086
H: -1.67617 -1.66429 7.96524  0.065
H: -0.59030 -2.17464 6.66830  0.058
H: -2.53146 -1.32625 5.72430  0.068
C: -3.24835 4.45256 -2.55462  -0.134
O: -2.32394 3.37675 -2.56220  -0.156
H: -4.11338 4.30974 -3.20460  0.074
H: -3.61797 4.64623 -1.53825  0.064
H: -2.79184 5.40746 -2.89052  0.083
H: -1.56552 3.47827 -1.93732  0.075
C: -1.90646 5.24501 0.69721  -0.128
O: -2.86853 4.26612 0.33163  -0.147
H: -1.82406 5.90870 -0.13710  0.070
H: -2.23030 5.75359 1.59882  0.067
H: -0.86688 4.86523 0.86693  0.085
H: -2.69190 3.49819 0.89443  0.040
C: -1.18596 -5.61731 2.13202  -0.188
O: -0.77779 -6.57794 1.19266  -0.115
H: -2.26826 -5.39303 2.12810  0.074
H: -0.91898 -5.88607 3.14525  0.072
H: -0.75325 -4.63287 1.87284  0.066
H: -0.28544 -6.09476 0.50337  0.039
C: -2.59289 2.60898 -5.65930  -0.158
O: -2.16292 1.77954 -4.61526  -0.165
H: -1.93335 3.45799 -5.75473  0.079
H: -2.62993 2.09821 -6.61466  0.078
H: -3.59555 2.97880 -5.54655  0.069
H: -2.15978 2.32521 -3.78699  0.037
C: -5.10844 -4.51300 -3.02575  -0.135
O: -5.55084 -3.54307 -2.09813  -0.152
H: -4.24127 -4.08305 -3.56035  0.065
H: -4.84676 -5.43251 -2.47359  0.087
H: -5.97372 -4.70260 -3.67839  0.088
H: -6.36805 -3.76275 -1.64878  0.098
C: 3.95312 0.46434 1.18388  -0.098
O: 3.82341 1.63497 0.34519  -0.155
H: 3.18428 0.50248 1.99898  0.089
H: 3.87196 -0.47825 0.71093  0.047
H: 4.93890 0.41079 1.63637  0.079
H: 4.64582 1.83009 -0.16925  0.053
C: -3.16170 -1.69361 2.69907  -0.070
O: -4.00778 -2.64340 3.47670  -0.133
H: -3.77384 -0.96590 2.19426  0.054
H: -2.38914 -1.19530 3.33906  0.073
H: -2.63939 -2.26424 1.88841  0.079
H: -3.57154 -3.48767 3.47819  0.060
C: 2.45326 4.73742 1.05916  -0.135
O: 1.89081 3.47664 0.76557  -0.180
H: 1.81766 5.26615 1.73857  0.061
H: 3.43863 4.65786 1.57845  0.095
H: 2.65222 5.29425 0.12178  0.082
H: 2.64592 2.84493 0.58510  0.052
C: 1.73040 2.68127 4.12695  -0.115
O: 1.11679 3.02025 5.39459  -0.142
H: 2.15722 1.67243 4.13242  0.058
H: 0.95095 2.81171 3.36372  0.083
H: 2.53456 3.36018 3.87028  0.073
H: 1.66502 2.68231 6.13630  0.100
C: -7.00846 -1.70344 1.52494  -0.139
O: -6.49282 -2.96926 2.04685  -0.159
H: -6.42566 -1.33529 0.68332  0.048
H: -8.05059 -1.96947 1.20494  0.085
H: -7.13551 -0.92050 2.29175  0.072
H: -5.63332 -2.75300 2.47834  0.026
C: 1.28049 0.57188 -5.00158  -0.185
O: 0.53375 1.58557 -5.59936  -0.138
H: 1.55750 0.96874 -4.03211  0.036
H: 0.80551 -0.40873 -4.90319  0.068
H: 2.17872 0.41051 -5.64230  0.097
H: -0.28759 1.69241 -5.07889  0.032
C: -2.81766 -3.16208 -1.04877  -0.135
O: -1.58106 -3.01609 -0.37375  -0.183
H: -3.14182 -4.19896 -1.06200  0.078
H: -3.48967 -2.48627 -0.53284  0.076
H: -2.74365 -2.94543 -2.11329  0.064
H: -0.94390 -3.67898 -0.79852  0.073